(1)
65
Properties=species:S:1:pos:R:3:forces:R:3 method="wB97M-V/def2-TZVPD" homo_ev=-11.6 gap_ev=6.131 total_charge=+1 lumo_ev=-5.47
C 1.13387 4.12814 -3.77851 1.121 -1.167 0.008
C 1.81124 2.63805 -4.08637 -3.391 -4.049 -5.215
O 1.31255 1.78206 -5.02049 3.472 5.909 6.601
O 3.02751 2.19658 -3.38806 -3.468 -0.582 2.763
C 2.74023 1.58292 -2.08397 6.179 -2.707 2.518
O 3.79829 1.02230 -1.43781 -7.097 3.814 -4.414
C 1.29565 1.52639 -1.31475 0.288 0.664 0.825
C 1.36146 0.34164 -0.18413 0.266 -3.250 3.887
C 1.18394 0.66818 1.44765 0.860 -2.964 -3.592
N 1.29523 -0.51471 2.35924 -0.776 3.266 -0.593
C 1.16895 -0.12749 3.85434 0.608 -0.222 3.054
F 2.48478 0.47571 4.28743 -5.021 -1.991 -1.567
F 0.94268 -1.34058 4.69636 0.720 4.820 -3.292
F 0.06824 0.84679 4.08109 4.187 -3.564 -0.972
N 1.47928 -1.84013 2.16430 0.486 -0.084 -5.101
C 1.66049 -2.32881 0.77680 -0.628 3.248 0.997
C 1.92111 -3.96811 0.56954 0.164 0.362 0.991
C 1.02190 -4.88663 1.62030 0.620 0.890 0.167
C 1.61912 -4.93458 3.14539 -1.575 0.780 0.687
Br 1.02947 -6.79528 0.92544 0.024 1.438 0.208
C 1.63333 -1.25349 -0.44621 -0.388 1.078 0.983
C 1.88656 -1.79043 -1.99407 0.298 0.833 -0.018
C 0.61819 -1.54435 -3.00314 -0.453 -0.683 -0.851
C -0.62660 -2.59706 -2.82770 -0.934 -0.248 -0.623
C -1.41938 -2.49403 -1.38836 0.651 -0.028 -0.695
C -0.23360 -4.17293 -3.15124 -1.007 0.488 -0.474
H 1.60757 4.85105 -4.60169 -1.171 -1.518 2.013
H 1.43727 4.41767 -2.68592 -0.461 -0.263 -2.236
H -0.03157 4.05250 -3.85529 2.423 0.026 -0.129
H 0.35658 1.47566 -2.01064 1.915 -0.215 1.280
H 1.19842 2.55328 -0.71376 0.271 -2.182 -1.297
H 1.00836 1.78095 1.84387 0.426 -2.953 -0.532
H 1.64343 -4.34329 -0.50342 0.682 1.175 1.995
H 3.07894 -4.11273 0.81972 -2.537 0.185 -0.775
H -0.08287 -4.51189 1.52673 2.108 -0.906 0.495
H 1.20352 -5.90045 3.70555 1.211 2.087 -1.388
H 1.12703 -4.01535 3.72406 1.183 -1.897 -1.226
H 2.77949 -4.80900 3.23353 -2.266 -0.537 -0.456
H 2.19354 -2.92068 -2.05997 -0.701 2.278 0.575
H 2.81461 -1.18224 -2.43472 -1.993 -1.190 1.218
H 1.03577 -1.70507 -4.10898 -0.793 0.417 2.449
H 0.16529 -0.46521 -2.98246 1.094 -1.959 0.152
H -1.43005 -2.30085 -3.65949 1.871 -0.433 1.771
H -1.29250 -1.37286 -1.02161 -0.546 -2.429 -0.386
H -0.90267 -3.27663 -0.66829 -1.132 1.799 -1.100
H -2.56669 -2.79454 -1.52256 2.652 0.771 0.384
H -0.86244 -4.83954 -2.40430 1.639 1.148 -1.520
H 0.92041 -4.36992 -3.10643 -2.285 0.198 0.035
H -0.63491 -4.42330 -4.24641 1.142 0.433 2.423
C -2.32771 2.42612 0.86911 0.108 0.343 -0.019
O -1.94597 3.79037 1.02057 -0.220 -0.421 -0.022
C -3.04291 4.68790 0.82288 0.194 0.355 0.441
C -3.62216 5.16544 2.15917 -0.411 -0.427 -0.248
O -4.22186 4.08522 2.88353 0.646 0.107 -0.149
C -3.36876 3.58370 3.90814 -0.341 -0.027 0.065
H -1.54094 1.80086 1.29790 0.011 0.062 0.019
H -3.26649 2.20146 1.38073 0.040 0.033 -0.023
H -2.42359 2.18999 -0.19473 -0.110 -0.134 -0.053
H -3.81785 4.22387 0.20089 0.047 0.007 0.154
H -2.65000 5.55577 0.28277 -0.050 -0.048 0.025
H -4.41551 5.89214 1.95773 0.070 -0.018 -0.027
H -2.85713 5.66316 2.76616 0.010 -0.100 -0.104
H -3.38727 4.26390 4.76534 0.128 -0.057 0.024
H -2.34030 3.45220 3.56408 0.009 0.074 -0.049
H -3.75259 2.61021 4.22515 -0.065 0.165 -0.062

---

(2)
69
Properties=species:S:1:pos:R:3:forces:R:3 method="wB97M-V/def2-TZVPD" s_squared=8.80 multiplicity=6 homo_ev="-1.4 / -1.6" de_lowest_ev=1.612 gap_ev="5.273 / 4.355" total_charge=-2 lumo_ev="3.84 / 2.79"
Fe 0.10111 -0.15324 -0.25528 0.289 -0.200 1.022
S 1.64742 -0.33273 1.47112 -0.351 -0.585 0.677
C 3.17463 0.41950 1.11321 0.532 -0.587 -1.274
C 3.50233 1.51521 1.90952 0.259 0.735 0.488
N 3.73793 2.42111 2.58669 0.059 0.281 0.199
C 4.09277 -0.03304 0.17358 -1.716 -0.634 0.507
S 3.90772 -1.35608 -0.87126 0.051 -0.222 -0.088
C 5.34376 0.59298 0.07260 1.280 0.714 -0.065
N 6.40091 1.03478 -0.05266 0.073 0.154 0.059
S -7.61731 -0.98566 -1.46900 -0.015 0.041 0.011
C -5.97896 -1.15349 -1.57237 0.170 -0.053 -0.034
S -5.15899 -1.69591 -2.99943 0.277 0.131 0.507
C -3.48526 -1.66662 -2.37171 -0.059 -0.140 -1.247
C -3.38791 -1.24724 -1.06369 0.616 0.436 1.233
S -1.96594 -1.18113 -0.13334 -1.568 -0.491 0.060
S -4.89661 -0.79986 -0.26321 -0.003 -0.278 -0.386
S -2.22094 -2.12179 -3.36235 -0.326 0.021 -0.076
Cl 1.00605 0.71312 -1.96129 0.675 0.735 -1.613
C 2.55396 -6.07568 -0.39142 0.072 -0.025 -0.075
N 2.73012 -4.66262 -0.12966 0.060 -0.051 -0.014
C 2.76111 -4.37477 1.28867 0.080 0.090 0.233
C 1.88429 -3.82896 -0.87490 -0.371 0.007 0.000
S 0.53769 -3.15086 -0.18346 -0.197 -0.130 0.065
N 2.18859 -3.69125 -2.17145 0.155 -0.212 0.133
C 1.42627 -2.80664 -3.01794 -0.384 0.204 -0.213
C 3.46266 -4.10497 -2.70597 0.293 -0.095 -0.050
H 1.64739 -6.46232 0.09671 -0.036 0.005 -0.013
H 3.41676 -6.61997 -0.00217 0.007 -0.069 -0.030
H 2.47210 -6.25392 -1.46072 0.024 -0.071 -0.064
H 3.62297 -4.88761 1.71968 0.072 -0.035 0.002
H 1.84995 -4.70196 1.80577 0.012 -0.008 -0.037
H 2.87352 -3.30185 1.42691 0.008 0.017 0.049
H 0.40334 -2.71673 -2.65490 0.146 -0.032 -0.031
H 1.40541 -3.20207 -4.03317 0.074 -0.103 -0.101
H 1.87643 -1.81035 -3.02557 0.018 0.001 0.079
H 4.12972 -4.36819 -1.88795 0.008 0.032 -0.079
H 3.90452 -3.27732 -3.26254 -0.002 0.025 0.020
H 3.34952 -4.96216 -3.38162 -0.007 0.017 0.000
C -2.86996 0.98499 2.45225 -0.041 -0.066 -0.162
C -2.66934 2.18760 1.53229 0.250 -0.235 -0.079
C -2.99653 3.46098 2.31005 0.043 -0.011 -0.222
P -1.01412 2.04753 0.63531 -0.106 1.186 0.127
C 0.26572 3.01594 1.62720 -0.076 -0.331 -0.243
C 0.25379 4.54179 1.64016 -0.012 -0.199 -0.134
C 0.32099 2.45698 3.05066 -0.050 -0.132 -0.110
C -1.34465 3.04990 -0.92296 0.086 -0.267 0.092
C -2.10097 2.14618 -1.89926 0.248 -0.200 -0.001
C -2.08934 4.38137 -0.83301 0.251 -0.091 0.118
H -3.89630 0.96858 2.82009 -0.124 0.009 0.116
H -2.19718 1.02914 3.30548 0.080 -0.001 0.123
H -2.68909 0.05848 1.91163 0.003 -0.013 0.172
H -3.38714 2.09046 0.70763 0.019 0.002 0.006
H -2.36946 3.54166 3.19409 0.061 0.072 0.059
H -4.03351 3.40929 2.64820 -0.087 -0.003 0.043
H -2.88695 4.36229 1.71578 0.043 0.117 -0.019
H 1.19588 2.71421 1.11966 -0.184 -0.057 0.118
H -0.64869 4.94979 2.09055 -0.111 0.049 0.011
H 0.36563 4.93732 0.63326 -0.012 0.141 -0.060
H 1.10494 4.88429 2.23003 0.089 0.024 0.026
H -0.45477 2.88910 3.67932 -0.144 0.097 0.065
H 1.28765 2.67690 3.50086 0.079 0.023 -0.015
H 0.20603 1.37401 3.03677 0.077 0.003 0.115
H -0.33836 3.21983 -1.33132 -0.125 -0.055 0.077
H -3.07728 1.86656 -1.50451 -0.180 0.006 0.043
H -1.54323 1.23262 -2.10319 -0.104 0.048 -0.076
H -2.25422 2.66169 -2.84667 -0.055 0.073 -0.118
H -3.14586 4.22364 -0.62331 -0.119 -0.010 0.073
H -2.01768 4.88180 -1.79995 -0.058 0.061 -0.084
H -1.67500 5.04536 -0.08251 -0.019 0.133 0.084

---

(3)
65
Properties=species:S:1:pos:R:3:forces:R:3 method="wB97M-V/def2-TZVPD" s_squared=0.86 multiplicity=2 homo_ev="-14.1 / -14.2" de_lowest_ev=0.005 gap_ev="6.354 / 6.222" total_charge=+2 lumo_ev="-7.77 / -7.94"
Mn 1.02127 -0.97559 -0.82192 -0.145 0.490 0.353
C 0.94438 -4.39910 1.86338 0.039 0.018 -0.036
N 1.47093 -3.05669 1.58803 -0.040 -0.062 -0.115
C 2.68918 -3.04138 0.78090 0.033 -0.126 0.012
C 0.78796 -1.95237 1.87553 0.037 -0.126 0.239
N 0.92275 -0.86166 1.04180 0.160 0.035 -0.594
C 0.84453 0.44349 1.52654 0.103 0.430 -0.198
C 0.99676 0.86948 2.85296 0.027 -0.139 -0.030
C 0.91474 2.21011 3.14227 0.018 0.194 -0.050
C 0.68009 3.15506 2.12884 -0.012 -0.055 0.210
C 0.59340 2.76219 0.81657 -0.084 -0.165 -0.135
C 0.70953 1.39940 0.50315 0.000 -0.068 0.414
N 0.72276 0.85784 -0.77479 0.113 -0.217 -0.200
C 1.08158 1.66701 -1.86050 0.142 0.055 0.156
N 0.38367 1.58054 -2.98317 0.094 -0.056 -0.035
C -1.02546 1.19761 -2.99803 -0.034 0.010 0.022
C 0.99538 1.73501 -4.30757 -0.031 -0.037 0.034
N 2.13663 2.47303 -1.75051 -0.098 -0.181 -0.126
C 3.22407 2.26561 -0.79249 0.018 0.051 -0.070
C 2.27961 3.68864 -2.55431 0.035 0.054 0.045
N -0.01282 -1.91217 2.93887 -0.075 -0.124 -0.095
C 0.24217 -2.71885 4.13418 -0.001 0.028 0.040
C -1.22673 -1.09876 3.00193 0.006 0.020 0.135
H 0.95919 -4.96063 0.92834 0.020 0.007 0.026
H -0.08004 -4.34245 2.21458 -0.003 -0.001 -0.028
H 1.56091 -4.91890 2.59617 -0.019 -0.006 -0.006
H 3.33854 -3.84196 1.13071 0.019 0.011 0.060
H 3.21617 -2.09922 0.88651 -0.001 0.055 -0.017
H 2.47680 -3.24399 -0.27190 -0.004 -0.009 0.002
H 1.19355 0.15050 3.63823 -0.011 0.084 -0.025
H 1.04106 2.54934 4.16195 -0.026 -0.036 -0.011
H 0.57841 4.19992 2.39158 0.026 -0.020 -0.039
H 0.43189 3.48816 0.02938 0.008 0.014 0.034
H -1.45282 1.33144 -2.00950 -0.051 -0.041 0.052
H -1.14530 0.16494 -3.32257 -0.014 -0.018 -0.032
H -1.54173 1.85313 -3.69902 -0.016 -0.008 0.018
H 2.07686 1.69268 -4.22762 0.010 0.001 -0.002
H 0.68802 2.66296 -4.78852 0.004 -0.013 -0.005
H 0.66050 0.89661 -4.91771 0.003 0.004 -0.005
H 3.16837 1.27815 -0.35421 -0.007 -0.069 0.046
H 3.18879 3.02449 -0.01058 -0.013 -0.011 0.004
H 4.16953 2.35078 -1.32833 -0.025 0.007 -0.012
H 1.35670 3.91304 -3.07565 -0.033 0.031 0.015
H 3.09655 3.60073 -3.27058 -0.019 -0.019 0.007
H 2.50372 4.50982 -1.87205 0.017 -0.014 -0.015
H 1.22804 -3.17116 4.08893 -0.018 0.035 0.029
H -0.51520 -3.49261 4.26259 0.022 0.008 -0.005
H 0.19991 -2.05166 4.99609 -0.012 -0.010 -0.001
H -1.41384 -0.63132 2.04043 0.062 -0.064 0.133
H -1.13914 -0.34225 3.78318 0.008 -0.048 0.014
H -2.06031 -1.75950 3.24669 0.013 -0.002 -0.005
Cl 2.79541 -1.02635 -2.01880 -0.318 -0.066 0.192
C -5.50452 -0.98273 -2.40499 -0.033 0.003 -0.009
C -4.36105 -0.74771 -1.47852 -0.044 0.102 0.116
C -4.44941 0.07756 -0.35405 0.037 -0.063 -0.040
C -3.32048 0.21582 0.42629 -0.099 0.006 -0.058
N -2.16807 -0.40427 0.14449 0.061 0.060 -0.263
C -2.19175 -1.14756 -0.94828 -0.174 0.135 0.016
S -0.71167 -2.02517 -1.44636 0.175 0.052 -0.055
N -3.20279 -1.35062 -1.76802 0.134 -0.100 -0.099
H -6.44615 -0.64888 -1.97576 0.006 0.000 -0.001
H -5.56685 -2.04039 -2.65558 -0.002 0.004 0.001
H -5.33604 -0.43877 -3.33688 0.003 -0.012 0.008
H -5.37090 0.58037 -0.09698 0.011 -0.001 -0.018
H -3.32722 0.83921 1.31464 0.001 -0.016 0.000

---

(4)
71
Properties=species:S:1:pos:R:3:forces:R:3 method="wB97M-V/def2-TZVPD" s_squared=6.01 multiplicity=5 homo_ev="-2.6 / -2.7" de_lowest_ev=0.903 gap_ev="6.709 / 6.759" total_charge=-2 lumo_ev="4.06 / 4.06"
Cr -1.82301 -0.61344 0.84726 -0.029 -0.107 -0.043
N -0.15289 1.89281 -0.66985 -0.021 -0.141 -0.079
C -0.91776 3.00853 -0.11292 -0.006 0.050 0.014
C -2.43736 2.99565 -0.29193 -0.056 0.058 -0.007
C -3.27487 2.16890 0.69287 0.019 -0.006 -0.059
O -4.33632 2.63917 1.08196 0.012 0.015 0.042
O -2.80367 1.02695 1.03282 -0.055 0.047 0.037
H 0.03033 1.16384 0.01366 -0.010 0.100 0.027
H -0.63306 1.46766 -1.45499 -0.023 0.009 0.024
H -0.54845 3.92788 -0.58674 -0.001 0.009 0.026
H -0.68218 3.08544 0.94941 0.011 -0.033 0.040
H -2.69109 2.66157 -1.30645 0.028 -0.061 0.019
H -2.80958 4.01859 -0.20701 0.009 0.004 -0.027
N -2.62636 -3.87876 0.31257 -0.027 0.002 0.005
C -3.54744 -2.95057 -0.16006 -0.016 0.010 -0.020
N -4.69300 -3.28531 -0.71937 0.022 -0.042 -0.004
N -5.26656 -2.09592 -1.01786 0.014 0.050 0.010
N -4.51062 -1.12197 -0.65584 -0.037 -0.010 -0.030
N -3.38853 -1.62975 -0.08962 0.063 0.035 -0.006
C -1.27161 -3.59244 0.27916 0.001 -0.078 0.012
N -0.33603 -4.51592 0.14031 -0.003 0.021 -0.054
N 0.81612 -3.81343 0.14738 0.048 0.011 -0.051
N 0.58348 -2.55636 0.28218 -0.109 0.013 0.177
N -0.75822 -2.37013 0.39065 0.011 0.077 -0.035
H -2.84179 -4.82436 0.04002 0.011 0.012 0.006
C 5.27526 2.05067 0.71042 0.006 0.023 -0.005
C 3.76209 1.89483 0.56537 -0.006 -0.053 -0.072
C 3.11494 2.12833 1.93819 0.017 -0.022 -0.017
C 3.22579 2.95151 -0.40515 -0.011 0.020 -0.006
P 3.07951 0.21369 0.03482 0.067 0.009 0.044
C 4.10877 -0.94648 1.03792 0.046 0.030 -0.024
C 3.40101 -1.75620 1.92497 -0.036 -0.021 -0.030
C 4.05664 -2.68053 2.73073 0.006 -0.017 0.005
C 5.43289 -2.81845 2.65648 0.002 0.012 -0.005
C 6.15332 -2.02989 1.76626 0.007 -0.012 0.002
C 5.49620 -1.10640 0.96827 0.014 0.000 -0.012
C 3.61190 -0.15786 -1.74214 -0.059 -0.041 0.032
C 2.50636 0.44271 -2.62390 0.005 0.008 -0.033
C 3.52846 -1.68433 -1.87955 -0.003 -0.002 0.001
C 4.96581 0.32861 -2.25696 0.001 0.035 0.008
H 5.49874 3.08106 1.01181 0.003 0.006 -0.002
H 5.80895 1.85376 -0.22188 -0.016 0.019 0.059
H 5.67010 1.38789 1.48089 0.005 0.043 0.006
H 3.40842 3.11052 2.32397 0.003 0.005 -0.005
H 3.43852 1.37238 2.65897 -0.024 -0.004 0.016
H 2.02596 2.09183 1.87851 -0.014 0.000 0.020
H 3.38580 3.94776 0.02178 0.006 0.007 0.009
H 2.15585 2.81832 -0.58348 -0.006 0.007 0.006
H 3.74361 2.91743 -1.36686 0.000 0.018 0.020
H 2.32097 -1.67677 1.95282 -0.021 0.007 0.021
H 3.47954 -3.30637 3.40055 -0.005 0.006 0.001
H 5.94485 -3.54362 3.27845 0.000 -0.002 -0.001
H 7.22975 -2.13692 1.69116 -0.001 -0.003 0.006
H 6.07732 -0.50321 0.28337 -0.015 -0.034 0.022
H 1.52824 0.06794 -2.32003 0.009 -0.004 -0.004
H 2.67991 0.15670 -3.66770 -0.003 0.005 -0.008
H 2.47005 1.53122 -2.56554 -0.003 -0.043 -0.017
H 2.56893 -2.06319 -1.51779 0.020 -0.004 0.000
H 4.31360 -2.18993 -1.31622 0.026 0.010 -0.005
H 3.63842 -1.95784 -2.93514 -0.040 0.008 -0.004
H 5.05770 1.41432 -2.19667 0.014 -0.032 -0.024
H 5.06360 0.04894 -3.31290 0.006 -0.005 -0.002
H 5.80645 -0.12087 -1.72648 -0.029 0.001 0.020
C 1.38470 -0.39752 4.98447 0.005 -0.014 0.001
O 0.58172 0.76864 4.85504 -0.012 -0.017 -0.029
C -0.17323 0.97708 3.73989 0.045 0.070 0.054
S -1.03415 2.38639 3.74072 -0.012 -0.003 -0.076
S -0.05836 -0.23426 2.52493 0.149 -0.077 0.040
H 1.84811 -0.31304 5.96729 -0.008 0.009 -0.002
H 2.15398 -0.44118 4.21322 0.013 0.003 -0.025
H 0.78482 -1.30632 4.92601 -0.009 0.004 -0.009

---

Number 1: electronic energy -113702.6915 eV. Number 2: electronic energy -171156.5133 eV. Number 3: electronic energy -88897.3789 eV. Number 4: electronic energy -102740.2408 eV.